Arrangement i

Molecular formula: C3H7O
Method: DFT, wB97M-V/def2-TZVPD

Last columns: bonded neighbours and bond lengths (Å).
Positions of all 11 atoms, in Å:
1 O -2.1955 0.5271 0.0676  H2 1.004, H7 0.976
2 H -1.7826 0.2204 -0.7947  O1 1.004
3 C 0.4907 0.9936 -0.0630  C4 1.422, H6 1.167, H8 1.125
4 C 0.7911 -0.3030 -0.5632  C3 1.422, C5 1.468, H9 1.134
5 C 0.9225 -1.3885 0.4172  C4 1.468, H10 1.056, H11 1.100
6 H 0.2047 2.0057 -0.5697  C3 1.167
7 H -1.4346 0.6058 0.6744  O1 0.976
8 H 0.7612 1.2931 0.9875  C3 1.125
9 H 0.6830 -0.4081 -1.6868  C4 1.134
10 H 0.6332 -2.3260 0.0268  C5 1.056
11 H 0.9261 -1.2201 1.5039  C5 1.100

Its charge is -1. For the frontier orbital gap, the calculation gives 0.2120 Ha.

---

Arrangement ii

Molecular formula: C3H7O
Method: DFT, wB97M-V/def2-TZVPD

Last columns: bonded neighbours and bond lengths (Å).
Positions of all 11 atoms, in Å:
1 C 0.1880 -1.5496 0.7224  C2 1.452, H5 1.115, H6 1.114, H7 1.101
2 C -0.6692 -0.5403 0.1279  C1 1.452, C3 1.614, H8 1.204, H9 1.100
3 C 0.2501 0.7801 0.0069  C2 1.614, O4 1.337, H10 1.128, H11 1.180
4 O 0.1445 1.5925 -1.0498  C3 1.337
5 H -0.3345 -2.5328 0.7903  C1 1.115
6 H 0.5172 -1.1859 1.7222  C1 1.114
7 H 1.1387 -1.8774 0.2743  C1 1.101
8 H -1.0577 -0.5893 -1.0111  C2 1.204
9 H -1.6040 -0.2996 0.6563  C2 1.100
10 H 0.2677 1.3233 0.9959  C3 1.128
11 H 1.3035 0.2805 -0.1728  C3 1.180

Its charge is -1. The SMILES is CCC[O-]. For the frontier orbital gap, the calculation gives 0.2285 Ha.

---

Arrangement iii

Molecular formula: C3H7O
Method: DFT, wB97M-V/def2-TZVPD

Last columns: bonded neighbours and bond lengths (Å).
Positions of all 11 atoms, in Å:
1 C 0.5419 -0.3813 1.1127  C2 1.544, H5 1.102, H6 1.088, H7 1.096
2 C -0.4408 -0.4480 -0.0763  C1 1.544, C3 1.549, H8 1.090, H9 1.089
3 C -0.1861 0.6894 -1.0971  C2 1.549, O4 1.320, H10 1.173, H11 1.148
4 O -1.0211 0.7023 -2.1187  C3 1.320
5 H 0.0197 -0.9047 1.9292  C1 1.102
6 H 1.4487 -0.9728 1.0073  C1 1.088
7 H 0.5177 0.6325 1.5278  C1 1.096
8 H -1.4600 -0.2126 0.2318  C2 1.090
9 H -0.3217 -1.3770 -0.6321  C2 1.089
10 H 0.9327 0.6568 -1.4487  C3 1.173
11 H -0.0308 1.6153 -0.4360  C3 1.148

Its charge is -1. The SMILES is CCC[O-]. For the frontier orbital gap, the calculation gives 0.2356 Ha.

---

Relative energies, kcal/mol: arrangement i 29.4; arrangement ii 11.0; arrangement iii 0.0.

---

Arrangement i

Molecular formula: C2H10NO2S
Method: DFT, wB97M-V/def2-TZVPD

Last columns: bonded neighbours and bond lengths (Å).
Positions of all 16 atoms, in Å:
1 C -0.4209 0.8461 1.7149  C2 1.623, N4 1.453, H5 1.078, H6 1.124
2 C 0.2798 0.2283 0.3877  C1 1.623, S3 1.789, H7 1.132, H8 1.064
3 S 0.2050 1.3555 -0.9992  C2 1.789
4 N -1.7864 0.9410 1.2290  C1 1.453, H9 1.195, H10 1.041
5 H -0.0812 1.7866 2.1162  C1 1.078
6 H -0.2741 0.0894 2.5328  C1 1.124
7 H -0.4214 -0.6248 0.1375  C2 1.132
8 H 1.2254 -0.1861 0.6436  C2 1.064
9 H -1.5913 1.6072 0.2561  N4 1.195
10 H -2.3336 1.4587 1.9471  N4 1.041
11 H -3.4760 -0.7306 2.0738  O13 0.986
12 H -2.5340 -1.5582 1.4950  O13 0.970
13 O -3.4387 -1.6832 1.8211  H11 0.986, H12 0.970
14 H 4.8024 -1.9808 -5.0953  O16 0.982
15 H 4.8336 -0.4701 -5.4934  O16 0.965
16 O 5.0114 -1.0790 -4.7667  H14 0.982, H15 0.965

Its charge is -1. For the frontier orbital gap, the calculation gives 0.2011 Ha.

---

Arrangement ii

Molecular formula: C2H10NO2S
Method: DFT, wB97M-V/def2-TZVPD

Last columns: bonded neighbours and bond lengths (Å).
Positions of all 16 atoms, in Å:
1 C 1.0925 -0.5610 -0.3420  C2 1.521, N4 1.439, H5 1.114, H6 1.113
2 C 0.5794 0.5596 -1.2330  C1 1.521, S3 1.854, H7 1.116, H8 1.100
3 S -1.0937 1.0551 -0.6060  C2 1.854
4 N 0.2100 -1.6624 -0.0617  C1 1.439, H9 1.008, H10 1.011
5 H 1.4592 -0.1553 0.6280  C1 1.114
6 H 2.0414 -0.9211 -0.7980  C1 1.113
7 H 0.4374 0.2587 -2.2986  C2 1.116
8 H 1.3122 1.3721 -1.3509  C2 1.100
9 H 0.0318 -2.1682 -0.9156  N4 1.008
10 H -0.5700 -1.3136 0.4785  N4 1.011
11 H 0.5813 -3.7036 1.7610  O13 0.966
12 H 0.7421 -5.2816 1.9375  O13 0.967
13 O 1.1751 -4.4595 1.6701  H11 0.966, H12 0.967
14 H -2.6199 4.9323 0.2594  O16 0.977
15 H -2.6784 6.1863 0.9007  O16 0.985
16 O -2.7003 5.8623 -0.0296  H14 0.977, H15 0.985

Its charge is -1. For the frontier orbital gap, the calculation gives 0.2143 Ha.

---

Arrangement iii

Molecular formula: C2H10NO2S
Method: DFT, wB97M-V/def2-TZVPD

Last columns: bonded neighbours and bond lengths (Å).
Positions of all 16 atoms, in Å:
1 C 0.4870 0.1013 0.9627  C2 1.565, N4 1.467, H5 1.101, H6 1.090
2 C 1.4378 0.3904 -0.2464  C1 1.565, S3 1.850, H7 1.094, H8 1.087
3 S 0.6008 0.8268 -1.8379  C2 1.850
4 N -0.8480 0.6892 0.8103  C1 1.467, H9 1.026, H10 1.041
5 H 0.9721 0.6068 1.8120  C1 1.101
6 H 0.5478 -0.9495 1.2480  C1 1.090
7 H 2.0962 -0.4701 -0.4009  C2 1.094
8 H 2.0816 1.2468 -0.0657  C2 1.087
9 H -1.4386 -0.0453 0.4040  N4 1.026
10 H -0.7614 1.2285 -0.0759  N4 1.041
11 H -1.5503 1.6110 2.3756  O13 1.011
12 H -2.4190 0.9654 3.3981  O13 0.966
13 O -2.0809 1.8490 3.2022  H11 1.011, H12 0.966
14 H -0.5748 -3.9525 -1.8952  O16 0.958
15 H 0.5560 -3.3693 -1.0861  O16 0.958
16 O 0.2691 -4.1817 -1.5047  H14 0.958, H15 0.958

Its charge is -1. For the frontier orbital gap, the calculation gives 0.2387 Ha.

---

Relative energies, kcal/mol: arrangement i 23.7; arrangement ii 12.0; arrangement iii 0.0.